1.
Formula: C5H23NO7
Source: the OMol25 dataset
Level of theory: ωB97M-V/def2-TZVPD

Cartesian coordinates (Å):
C1 1.6460 2.3134 -0.2480
N1 0.4157 2.3364 -0.5411
C2 -0.6884 2.4330 0.3371
C3 -0.7267 2.8030 1.6167
C4 -1.9321 1.8894 -0.3016
C5 -2.7683 0.9023 0.5421
H1 2.2397 2.1220 -1.1113
H2 2.2167 2.3482 0.6822
H3 -1.5053 2.8452 2.3700
H4 0.1069 3.2188 2.1638
H5 -2.4467 2.8263 -0.5723
H6 -1.8455 1.4216 -1.2788
H7 -2.3185 0.8587 1.5410
H8 -3.7684 1.3089 0.6528
H9 -2.7268 -0.1453 0.2186
O1 3.0018 -0.6329 -0.9361
H10 3.1718 -1.5752 -0.9571
H11 2.2272 -0.3760 -0.4358
O2 -1.0276 -0.3212 3.2901
H12 -0.2491 -0.0143 3.7635
H13 -1.0245 0.4022 2.6466
O3 -0.3154 -1.3704 -1.9778
H14 0.6074 -1.2531 -1.7040
H15 -0.5935 -1.7282 -1.0985
O4 1.0475 -1.6845 1.3894
H16 1.9521 -1.4802 1.6803
H17 0.6558 -0.9381 1.7987
O5 1.6980 -3.1789 -1.5387
H18 1.0399 -2.9213 -2.1757
H19 1.6656 -2.8176 -0.6562
O6 0.7815 0.4379 -3.5705
H20 1.0874 -0.3643 -3.9856
H21 0.0378 0.2716 -2.9883
O7 -0.6128 -2.9952 0.2283
H22 -0.8511 -3.9147 0.0620
H23 -0.1979 -3.0276 1.0941

Values from the calculation:
* relative energy (zero: lowest compared OMol25 entry of this formula, charge and spin): 3.972 eV
* gap between HOMO and LUMO: 9.2 eV
* energy: -21377.97438 eV
* SMILES string: C=NC(=C)CC.O.O.O.O.O.O.O

***

2.
Formula: C44H50BGeN9O4Ta
Source: the OMol25 dataset
Level of theory: ωB97M-V/def2-TZVPD

Cartesian coordinates (Å):
Ta1 0.0476 0.4722 0.5586
C1 -0.8086 2.2651 -3.1060
C2 0.6177 1.7247 -3.2397
C3 1.6847 2.6221 -2.6125
C4 0.7281 0.3132 -2.7425
C5 0.7617 -0.8290 -3.5352
C6 0.8876 -1.8863 -2.6567
N1 0.9506 -1.4077 -1.4127
N2 0.8476 -0.0358 -1.4506
B1 1.1847 -2.2879 -0.1399
N3 -0.0788 -2.4283 0.7415
C7 -0.8153 -3.5349 0.8822
C8 -1.7669 -3.3142 1.8489
C9 -1.5619 -2.0027 2.2905
N4 -0.5271 -1.4644 1.6174
C10 -2.3730 -1.3678 3.3830
C11 -2.0919 0.1017 3.6227
C12 -2.1663 -2.1606 4.6810
N5 2.2596 -1.5790 0.6765
C13 3.4076 -2.0229 1.1853
C14 4.1104 -0.9433 1.6734
C15 3.3244 0.1775 1.4057
N6 2.1701 -0.2300 0.8360
C16 3.8765 1.5810 1.4761
C17 2.9125 2.7452 1.2998
C18 4.9644 1.6789 0.3905
H1 -0.8506 3.3127 -3.4067
H2 -1.4890 1.7036 -3.7462
H3 -1.1939 2.1801 -2.0898
H4 0.8301 1.6643 -4.3099
H5 1.5956 2.6545 -1.5245
H6 2.6829 2.2512 -2.8480
H7 1.6023 3.6397 -2.9958
H8 0.7102 -0.8701 -4.6099
H9 0.9637 -2.9474 -2.8335
H10 1.5227 -3.3742 -0.4943
H11 -0.5874 -4.4091 0.2938
H12 -2.5082 -4.0043 2.2120
H13 -3.4147 -1.4796 3.0695
H14 -1.0914 0.2168 4.0364
H15 -2.1978 0.6985 2.7184
H16 -2.7959 0.4924 4.3574
H17 -1.1260 -2.0935 5.0064
H18 -2.7971 -1.7482 5.4685
H19 -2.4173 -3.2138 4.5624
H20 3.6503 -3.0719 1.1476
H21 5.0895 -0.9489 2.1197
H22 4.3647 1.6731 2.4499
H23 2.2796 2.6066 0.4176
H24 2.2827 2.9144 2.1647
H25 3.4879 3.6559 1.1316
H26 4.5126 1.5897 -0.6009
H27 5.4658 2.6448 0.4524
H28 5.7122 0.8949 0.4925
O1 0.5594 1.1926 2.2981
N7 0.2337 2.2147 3.0904
C19 0.7022 2.0902 4.2782
C20 1.4834 0.9471 4.6748
N8 2.1168 0.0284 4.9439
C21 0.4402 3.1392 5.2202
N9 0.2281 3.9750 5.9768
C22 -0.3859 3.9805 -0.0883
C23 -0.4548 2.5349 0.2082
O2 -1.3614 2.0460 0.8946
H29 -1.3828 4.4194 -0.1239
H30 0.1781 4.1941 -0.9913
H31 0.1465 4.4208 0.7633
O3 -3.4610 -0.2021 0.6024
C24 -2.7608 -0.5905 -0.2899
O4 -1.4907 -0.1324 -0.4501
C25 -3.1045 -1.6214 -1.3335
C26 -3.0068 -1.0804 -2.7602
Ge1 -3.1781 -2.5215 -4.0950
C27 -4.8852 -3.4198 -3.8220
C28 -5.0043 -4.7956 -4.0123
C29 -6.2251 -5.4336 -3.8404
C30 -7.3436 -4.7011 -3.4699
C31 -7.2397 -3.3309 -3.2746
C32 -6.0182 -2.6969 -3.4512
C33 -1.7529 -3.8449 -3.8319
C34 -0.6875 -3.9352 -4.7271
C35 0.3394 -4.8509 -4.5309
C36 0.3182 -5.6918 -3.4261
C37 -0.7431 -5.6251 -2.5317
C38 -1.7711 -4.7142 -2.7387
C39 -2.9849 -1.7680 -5.8804
C40 -3.2015 -2.5671 -7.0031
C41 -3.0460 -2.0525 -8.2817
C42 -2.6734 -0.7261 -8.4563
C43 -2.4609 0.0828 -7.3500
C44 -2.6166 -0.4387 -6.0719
H32 -4.1003 -2.0090 -1.1205
H33 -2.3880 -2.4371 -1.1925
H34 -2.0464 -0.5836 -2.9091
H35 -3.7906 -0.3389 -2.9399
H36 -4.1357 -5.3817 -4.2937
H37 -6.3030 -6.5020 -3.9959
H38 -8.2960 -5.1969 -3.3351
H39 -8.1105 -2.7556 -2.9877
H40 -5.9591 -1.6233 -3.3022
H41 -0.6601 -3.2876 -5.5970
H42 1.1512 -4.9135 -5.2445
H43 1.1133 -6.4103 -3.2739
H44 -0.7817 -6.3047 -1.6885
H45 -2.6143 -4.7074 -2.0547
H46 -3.5011 -3.6033 -6.8833
H47 -3.2208 -2.6842 -9.1430
H48 -2.5562 -0.3232 -9.4538
H49 -2.1814 1.1205 -7.4820
H50 -2.4572 0.2083 -5.2157

Values from the calculation:
* net charge: +1
* gap between HOMO and LUMO: 7.1 eV
* energy: -126781.19776 eV

***

3.
Formula: H8MgO12S2
Source: the OMol25 dataset
Level of theory: ωB97M-V/def2-TZVPD

Cartesian coordinates (Å):
Mg1 22.3505 7.1876 -6.1987
S1 24.6548 6.1855 -5.8494
O1 23.3683 6.0545 -5.1134
O2 24.2595 7.2061 -6.8213
O3 25.7740 6.6222 -4.9747
O4 25.0226 4.9820 -6.5590
S2 22.0564 4.3809 -7.9903
O5 23.1427 4.4269 -8.9913
O6 20.7565 4.0896 -8.6092
O7 22.4782 3.2874 -7.1066
O8 21.9563 5.6746 -7.2515
O9 21.8697 8.4627 -7.5327
H1 21.0998 8.7054 -8.0510
H2 22.5855 9.0103 -7.8751
O10 22.7748 8.7405 -4.8498
H3 23.5036 9.2160 -4.4427
H4 21.9848 9.2297 -4.5950
O11 22.2387 6.6889 -2.7165
H5 22.7813 6.7012 -3.5378
H6 22.8818 6.6456 -2.0064
O12 20.5283 7.0834 -5.3978
H7 19.7178 6.9594 -5.8992
H8 20.3328 6.7466 -4.5146

Values from the calculation:
* net charge: -2
* relative energy (zero: lowest compared OMol25 entry of this formula, charge and spin): 1.448 eV
* gap between HOMO and LUMO: 2.9 eV
* energy: -51818.44052 eV

***

4.
Formula: C6H4N3O
Source: the OMol25 dataset
Level of theory: ωB97M-V/def2-TZVPD

Cartesian coordinates (Å):
N1 1.9324 2.8374 0.0192
N2 2.3090 1.7999 0.1568
C1 2.0536 0.4212 0.4591
O1 2.7976 -0.4406 0.7883
C2 0.6357 0.1398 0.1917
C3 0.3520 -1.2510 0.0702
C4 -0.9744 -1.5645 -0.3208
C5 -1.9279 -0.5092 -0.4381
C6 -1.5545 0.8143 -0.1958
N3 -0.2790 1.0847 0.0320
H1 1.3251 -1.8165 0.2927
H2 -1.3996 -2.5189 -0.0668
H3 -2.9481 -0.6295 -0.6780
H4 -2.3219 1.6330 -0.3105

Values from the calculation:
* net charge: +1
* relative energy (zero: lowest compared OMol25 entry of this formula, charge and spin): 0.823 eV
* gap between HOMO and LUMO (alpha / beta): 7.5 / 7.5 eV
* energy: -12794.13229 eV
* SMILES string: N#[N+]C(=O)c1ccccn1